*A*
20
Properties=species:S:1:pos:R:3 method="wB97M-V/def2-TZVPD" homo_ev=-8.84 multiplicity=1 smiles=C[C@H]1N(C)C1(C)C e_lumo_ev=1.03 gap_ha=0.36253
C 1.029 1.216 1.647
C 0.334 0.925 0.358
N 1.016 0.083 -0.586
C 0.724 0.306 -1.987
C -0.311 -0.365 0.108
C -1.644 -0.319 -0.582
C -0.152 -1.654 0.888
H 1.743 2.027 1.504
H 0.285 1.507 2.396
H 1.573 0.336 2.000
H -0.194 1.781 -0.075
H 1.479 -0.157 -2.626
H -0.232 -0.199 -2.168
H 0.573 1.356 -2.276
H -2.028 -0.151 0.449
H -1.945 0.561 -1.159
H -2.002 -1.253 -1.050
H 0.612 -1.550 1.655
H 0.196 -2.378 0.148
H -1.057 -2.073 1.356

*B*
20
Properties=species:S:1:pos:R:3 method="wB97M-V/def2-TZVPD" homo_ev=-8.14 multiplicity=1 smiles=CCN1CCCC1 e_lumo_ev=1.12 gap_ha=0.34034
C -0.775 1.008 -0.011
N 0.457 0.184 0.167
C 1.231 -0.191 -1.023
C 1.969 1.065 -1.599
C 0.132 -1.146 0.847
C -1.282 -0.897 1.479
C -1.880 -0.018 0.402
H -0.912 1.373 -1.018
H -0.814 1.700 0.805
H 2.078 -0.942 -0.855
H 0.488 -0.643 -1.655
H 1.420 2.049 -1.419
H 3.011 1.149 -1.122
H 2.249 0.854 -2.604
H -0.052 -1.914 0.076
H 0.926 -1.483 1.558
H -1.801 -1.815 1.751
H -1.147 -0.314 2.393
H -2.214 -0.693 -0.393
H -2.802 0.468 0.749

*C*
20
Properties=species:S:1:pos:R:3 method="wB97M-V/def2-TZVPD" homo_ev=-8.70 multiplicity=1 smiles=C[C@H]1N(C)C1(C)C e_lumo_ev=1.13 gap_ha=0.36096
C -1.339 1.798 0.394
C -0.693 0.445 0.589
N -0.785 -0.479 -0.533
C -1.131 -1.853 -0.175
C 0.538 0.022 -0.134
C 1.525 -0.989 0.424
C 1.245 1.061 -0.988
H -2.360 1.796 0.790
H -0.777 2.596 0.890
H -1.404 2.026 -0.673
H -0.836 0.003 1.579
H -0.443 -2.571 -0.633
H -1.127 -2.032 0.912
H -2.140 -2.075 -0.540
H 2.500 -0.521 0.600
H 1.197 -1.465 1.352
H 1.685 -1.776 -0.326
H 0.567 1.753 -1.489
H 1.906 0.612 -1.737
H 1.872 1.649 -0.302

It is *A* that is the least stable of them.

*A*
20
Properties=species:S:1:pos:R:3 method="wB97M-V/def2-TZVPD" homo_ev=-9.36 multiplicity=1 smiles="C=C(C)C[C@H](C)N" e_lumo_ev=0.99 gap_ha=0.38050
C -2.528 -0.035 -0.765
C -1.266 -0.010 0.128
C -0.030 -0.394 -0.692
C 1.291 -0.355 0.068
C 1.427 -1.045 1.188
C 2.434 0.292 -0.656
N -1.149 1.308 0.800
H -2.291 0.401 -1.733
H -2.865 -1.062 -0.931
H -3.332 0.394 -0.179
H -1.434 -0.790 0.875
H -0.253 -1.356 -1.144
H 0.094 0.318 -1.518
H 0.558 -1.577 1.567
H 2.327 -1.373 1.699
H 2.152 0.343 -1.709
H 3.415 -0.145 -0.583
H 2.416 1.372 -0.454
H -0.415 1.803 0.302
H -0.802 1.164 1.740

*B*
20
Properties=species:S:1:pos:R:3 method="wB97M-V/def2-TZVPD" homo_ev=-8.76 multiplicity=1 e_lumo_ev=1.09 gap_ha=0.36221
C -0.282 0.941 2.055
C -0.481 0.999 0.545
N 0.691 0.734 -0.301
C 1.209 1.534 -1.390
C -0.449 -0.012 -0.547
C -0.660 -1.395 -0.829
C 0.129 -2.240 0.386
H 0.055 1.921 2.427
H -1.219 0.703 2.569
H 0.471 0.199 2.334
H -1.201 1.740 0.204
H 1.898 0.905 -1.968
H 0.384 1.842 -2.050
H 1.756 2.396 -1.008
H -1.748 -1.577 -0.806
H -1.280 0.280 -1.807
H -0.257 -1.619 -1.838
H 1.226 -2.080 0.476
H -0.034 -3.275 0.107
H -0.272 -2.106 1.418

It is *B* that is the least stable of them.

*A*
20
Properties=species:S:1:pos:R:3 method="wB97M-V/def2-TZVPD" homo_ev=-7.70 multiplicity=1 e_lumo_ev=0.91 gap_ha=0.31637
C -2.002 -1.075 0.031
C -0.967 1.238 0.132
C 0.523 1.546 -0.237
C 0.642 -0.041 -0.031
C 1.315 -0.579 1.317
C 1.245 -0.831 -1.131
H -3.003 -0.409 -0.681
H -2.045 -1.233 0.907
H -1.973 -2.033 -0.476
H -1.116 1.353 1.234
H -1.723 2.062 -0.166
H 0.924 1.849 -1.361
H 1.201 2.057 0.393
H 0.443 -0.359 2.107
H 2.368 0.049 1.517
H 1.434 -1.662 1.514
H 0.957 -1.822 -1.133
H 2.409 -0.848 -1.065
H 1.352 -0.352 -2.275
N -0.823 -0.028 -0.144

*B*
20
Properties=species:S:1:pos:R:3 method="wB97M-V/def2-TZVPD" homo_ev=-7.39 multiplicity=1 e_lumo_ev=0.88 gap_ha=0.30392
C -1.654 1.898 0.439
C -0.804 0.674 0.696
N -0.865 -0.373 -0.326
C -1.049 -1.742 -0.188
C 0.274 0.293 -0.229
C 1.563 -1.481 0.587
C 1.207 0.983 -1.147
H -2.703 1.751 0.715
H -1.265 2.759 0.993
H -1.611 2.139 -0.629
H -0.711 0.336 1.736
H -0.832 -2.284 -1.112
H 0.274 -1.763 0.503
H -2.010 -2.018 0.249
H 2.153 -0.613 0.897
H 1.769 -2.263 1.330
H 1.954 -1.828 -0.377
H 0.626 1.601 -1.843
H 1.822 0.285 -1.721
H 1.860 1.647 -0.574

*C*
20
Properties=species:S:1:pos:R:3 method="wB97M-V/def2-TZVPD" homo_ev=-9.18 multiplicity=1 smiles="C=CCC[C@@H](C)N" e_lumo_ev=1.14 gap_ha=0.37951
C 1.585 -1.552 1.432
C 0.559 -0.579 0.846
C 0.934 0.216 -0.415
C -0.239 1.031 -1.118
C -2.598 0.644 -1.942
C -1.545 0.280 -1.219
N 0.198 0.415 1.863
H 1.982 -2.283 0.717
H 1.145 -2.136 2.236
H 2.414 -0.891 1.670
H -0.305 -1.126 0.469
H 1.282 -0.348 -1.285
H 1.713 0.960 -0.257
H -0.443 1.962 -0.586
H 0.155 1.401 -2.058
H -3.448 -0.020 -2.061
H -2.648 1.590 -2.458
H -1.573 -0.629 -0.636
H 0.912 1.096 2.081
H -0.080 -0.032 2.722

*D*
20
Properties=species:S:1:pos:R:3 method="wB97M-V/def2-TZVPD" homo_ev="-8.09 / -7.82" multiplicity=1 e_lumo_ev="0.74 / 0.71" gap_ha="0.32443 / 0.31340"
C 1.260 -1.042 -1.932
C 0.999 -0.417 -0.500
N -0.117 1.238 -0.086
C -0.127 2.263 0.996
C -0.323 -0.131 0.242
C -0.334 -0.525 1.725
C -1.329 -0.692 -0.724
H 1.550 -0.347 -2.738
H 2.104 -1.755 -1.882
H 0.443 -1.641 -2.367
H 1.893 -0.375 0.096
H -1.178 2.585 1.188
H 0.263 2.008 1.995
H 0.373 3.176 0.657
H -0.264 -1.611 1.815
H 0.534 -0.095 2.243
H -1.219 -0.194 2.288
H -0.921 -0.345 -1.674
H -2.345 -0.316 -0.670
H -1.262 -1.783 -0.673

It is *A* that is the least stable of them.

*A*
16
Properties=species:S:1:pos:R:3 method="wB97M-V/def2-TZVPD" homo_ev=-8.11 multiplicity=1 e_lumo_ev=0.38 gap_ha=0.31192
C -2.550 -0.289 0.112
C -1.040 -0.249 -0.046
C -0.385 1.068 0.039
C 0.941 1.315 0.169
C 2.062 0.421 0.411
C 2.438 -0.706 -0.219
N -0.346 -1.302 -0.270
H -2.821 -0.490 1.155
H -3.028 0.651 -0.182
H -2.969 -1.093 -0.505
H -1.054 1.930 0.010
H 1.224 2.367 0.192
H 2.067 -1.012 -1.176
H 3.115 0.738 0.391
H 3.300 -1.226 0.205
H -0.954 -2.123 -0.285

*B*
16
Properties=species:S:1:pos:R:3 method="wB97M-V/def2-TZVPD" homo_ev=-7.37 multiplicity=1 smiles="C=C1NC=C[C@H]1C" e_lumo_ev=1.07 gap_ha=0.31018
C -1.325 1.564 0.383
C -0.193 0.884 0.164
C -0.063 -0.575 -0.165
C -1.084 -1.628 0.237
C 1.412 -0.864 -0.130
C 2.025 0.324 -0.208
N 1.078 1.359 -0.209
H -2.254 1.022 0.539
H -0.375 -0.020 -1.135
H -1.409 2.610 0.105
H -0.791 -2.628 -0.115
H -2.025 -1.364 -0.248
H -1.274 -1.706 1.319
H 1.884 -1.842 -0.152
H 3.076 0.550 -0.363
H 1.318 2.315 -0.024

*C*
16
Properties=species:S:1:pos:R:3 method="wB97M-V/def2-TZVPD" homo_ev=-9.05 multiplicity=1 smiles=CC#CCN1CC1 e_lumo_ev=1.06 gap_ha=0.37135
C 3.283 0.546 0.209
C 1.954 -0.017 -0.035
C 0.864 -0.485 -0.247
C -0.456 -1.037 -0.576
N -1.480 -0.725 0.423
C -2.710 -0.145 -0.087
C -1.743 0.678 0.676
H 3.852 0.611 -0.725
H 3.853 -0.073 0.908
H 3.209 1.554 0.629
H -0.740 -0.673 -1.578
H -0.383 -2.128 -0.646
H -3.634 -0.497 0.366
H -2.773 0.044 -1.160
H -1.162 1.418 0.125
H -1.935 0.928 1.717

It is *A* that is the least stable of them.

*A*
31
Properties=species:S:1:pos:R:3 method="wB97M-V/def2-TZVPD" homo_ev=-10.70 multiplicity=1 smiles="NC(=O)CCCO.O.O.O.O.O" e_lumo_ev=0.22 gap_ha=0.40141
C -1.138 3.227 0.479
O -0.599 3.638 -0.801
C 0.031 2.703 1.369
C 1.075 1.952 0.566
C 0.558 0.656 0.009
N 1.489 -0.103 -0.596
O -0.595 0.229 0.127
H -1.969 2.533 0.384
H -1.517 4.181 0.848
H -0.908 3.075 -1.514
H -0.538 2.096 2.082
H 0.416 3.520 1.973
H 1.970 1.763 1.155
H 1.412 2.583 -0.256
H 2.371 0.247 -0.920
H 1.175 -0.952 -0.989
H 0.499 -3.375 1.548
H 1.710 -3.174 2.490
O 0.937 -3.723 2.341
H -0.980 -1.960 -2.628
H -0.565 -0.597 -2.985
O -0.244 -1.504 -3.041
H -1.230 -2.959 0.771
H -0.816 -1.521 0.219
O -0.525 -2.427 0.396
H 2.141 -3.656 0.656
H 1.863 -3.153 -0.752
O 2.570 -3.483 -0.195
H -2.077 0.151 -0.963
H -3.553 0.152 -0.531
O -2.963 -0.117 -1.240

*B*
31
Properties=species:S:1:pos:R:3 method="wB97M-V/def2-TZVPD" homo_ev=-9.23 multiplicity=1 smiles="CCNCC(=O)O.O.O.O.O.O" e_lumo_ev=0.30 gap_ha=0.35042
C -1.155 -0.776 -2.525
C 0.081 0.061 -2.733
N 0.169 1.044 -1.624
C 1.543 1.331 -1.231
C 2.205 0.019 -0.611
O 3.469 0.252 -0.196
O 1.673 -0.955 -0.120
H -1.837 -0.898 -3.343
H -1.750 -0.376 -1.693
H -0.951 -1.762 -2.151
H 0.209 0.671 -3.651
H 1.051 -0.488 -2.844
H -0.299 0.599 -0.795
H 2.084 1.742 -2.062
H 1.664 2.103 -0.455
H 4.070 -0.498 -0.253
H -0.451 2.455 0.787
H -0.938 3.731 1.484
O -0.788 2.791 1.631
H 0.170 -2.705 1.259
H 1.511 -2.892 1.772
O 0.637 -2.644 2.103
H 0.750 -0.242 3.213
H -0.415 0.907 2.951
O -0.163 -0.006 3.057
H -1.213 -1.077 2.210
H -2.202 -2.359 2.639
O -2.072 -1.541 2.166
H -2.300 -0.268 0.156
H -2.239 1.104 0.844
O -2.515 0.675 0.016

It is *B* that is the least stable of them.

*A*
7
Properties=species:S:1:pos:R:3 method="wB97M-V/def2-TZVPD" homo_ev="-8.65 / -8.56" multiplicity=1 smiles="CC(=S)Br" e_lumo_ev="-1.38 / -1.66" gap_ha="0.26697 / 0.25369"
C -0.720 0.093 -0.043
C 0.710 -0.242 -0.041
S -1.327 1.973 0.710
Br -2.089 -1.085 -0.327
H 1.139 -0.006 -1.057
H 0.853 -1.285 0.307
H 1.435 0.552 0.453

*B*
7
Properties=species:S:1:pos:R:3 method="wB97M-V/def2-TZVPD" homo_ev=-8.71 multiplicity=1 smiles="C=C=S.Br" e_lumo_ev=-0.20 gap_ha=0.31251
C 0.734 0.891 0.221
C 0.569 0.255 -0.926
S 1.097 1.781 1.471
Br -1.377 -1.830 1.460
H 0.563 0.838 -1.789
H -2.021 -1.020 0.465
H 0.435 -0.915 -0.901

It is *A* that is the least stable of them.

*A*
13
Properties=species:S:1:pos:R:3 method="wB97M-V/def2-TZVPD" homo_ev=-9.59 multiplicity=1 e_lumo_ev=0.77 gap_ha=0.38071
N -1.377 -0.269 -0.987
C -0.367 0.135 -0.053
O -0.669 1.435 0.392
C -0.060 -0.890 1.048
O 1.350 -0.693 0.915
C 1.238 0.058 -0.222
N 2.273 0.472 -0.804
H -2.077 0.459 -1.078
H -1.845 -1.118 -0.690
H -0.315 -1.909 0.740
H -0.427 -0.672 2.051
H 0.134 1.967 0.330
H 2.143 1.026 -1.642

*B*
13
Properties=species:S:1:pos:R:3 method="wB97M-V/def2-TZVPD" homo_ev=-7.24 multiplicity=1 smiles="CN(N)C(O)=C=O" e_lumo_ev=0.73 gap_ha=0.29269
C 0.523 0.415 -1.533
C -0.810 -0.486 0.290
C -0.638 -0.134 1.574
N 1.289 -0.056 0.844
O -1.945 -0.550 -0.473
N 0.442 -0.487 -0.388
O -0.845 -0.133 2.753
H -2.728 -0.569 0.091
H 1.733 -0.823 1.344
H 1.364 0.951 0.978
H 1.526 0.336 -1.946
H 0.307 1.460 -1.280
H -0.218 0.077 -2.255

*C*
13
Properties=species:S:1:pos:R:3 method="wB97M-V/def2-TZVPD" homo_ev=-9.15 multiplicity=1 e_lumo_ev=-0.08 gap_ha=0.33322
C 0.473 -1.543 0.163
C 0.278 0.861 0.153
C 1.406 1.593 0.280
O 0.489 -0.308 0.876
O -2.235 -0.305 -0.094
N -1.736 0.661 -1.032
N -0.615 1.081 -0.853
H -3.183 -0.336 -0.274
H 0.842 -2.295 0.860
H -0.542 -1.806 -0.146
H 1.118 -1.494 -0.722
H 1.399 2.641 0.028
H 2.306 1.253 0.760

*D*
13
Properties=species:S:1:pos:R:3 method="wB97M-V/def2-TZVPD" homo_ev=-9.28 multiplicity=1 smiles="C/C(=N/N)OC=O" e_lumo_ev=0.90 gap_ha=0.37377
C -0.968 -1.201 -0.719
C -0.368 0.014 -0.015
C 1.834 -0.708 0.215
H -1.710 -0.878 -1.281
H -0.281 -1.650 -1.457
H -1.559 -2.019 -0.188
H 2.712 -1.054 0.970
H 0.458 2.382 1.218
H -1.351 2.794 0.871
N -0.848 1.132 -0.188
N -0.554 2.364 0.565
O 0.759 -0.177 0.938
O 1.875 -0.998 -0.930

It is *C* that is the least stable of them.

*A*
17
Properties=species:S:1:pos:R:3 method="wB97M-V/def2-TZVPD" homo_ev=-16.13 multiplicity=1 charge=+1 e_lumo_ev=-5.96 gap_ha=0.37382
C -0.464 2.122 0.440
C -0.107 -0.543 1.259
C 1.446 -0.416 -0.664
C -1.033 -0.860 -1.062
C 0.056 -0.164 -0.121
O -0.127 1.263 -0.383
H -0.634 3.105 -0.028
H -0.523 1.895 1.475
H 0.186 -1.629 1.360
H 0.698 0.064 1.862
H -1.212 -0.436 1.542
H 2.252 0.072 -0.082
H 1.391 -0.108 -1.732
H 1.814 -1.393 -0.207
H -0.631 -1.932 -1.177
H -1.007 -0.203 -1.969
H -2.106 -0.839 -0.513

*B*
17
Properties=species:S:1:pos:R:3 method="wB97M-V/def2-TZVPD" homo_ev=-14.50 multiplicity=1 charge=+1 e_lumo_ev=-5.84 gap_ha=0.31803
C 3.190 -0.389 -0.418
C -2.171 -0.835 0.585
C -0.170 1.628 0.351
C -1.015 -0.745 -0.382
C -0.369 0.577 -0.646
O 2.019 -0.373 -0.578
H 3.587 -0.921 0.478
H 3.899 0.121 -1.083
H -2.804 0.032 0.494
H -1.983 -1.043 1.658
H -2.690 -1.872 0.303
H 0.170 2.563 -0.074
H -1.070 1.797 1.044
H 0.483 1.114 1.165
H -0.014 -1.034 -0.038
H -1.142 -1.288 -1.250
H 0.079 0.668 -1.609

It is *B* that is the least stable of them.